# 1
13
Properties=species:S:1:pos:R:3 method="wB97M-V/def2-TZVPD" homo_energy_ha=-0.3752 smiles="C/C=C(/C#N)C(=O)O" total_energy_ha=-398.67094 e_above_lowest_kj_mol=282.3 gap_ev=9.6336
O 1.61660 1.79028 -0.30028
C 0.48973 1.24480 -0.01971
N 2.97880 -0.81292 0.38761
O -0.53019 1.82150 0.36800
H -2.08974 -0.85739 1.12309
H -2.81519 -0.68059 -0.61291
H 2.35507 1.07642 -0.55410
C 0.51427 -0.19135 -0.07386
C -1.83137 -0.45424 0.05757
H -0.05395 -1.99684 -0.40068
C -0.52218 -0.96550 -0.32841
H -1.95859 0.67554 0.32353
C 1.84675 -0.64971 0.03016


# 2
13
Properties=species:S:1:pos:R:3 method="wB97M-V/def2-TZVPD" homo_energy_ha=-0.3422 total_energy_ha=-398.57666 e_above_lowest_kj_mol=529.9 gap_ev=8.0421
N -0.84637 -1.04028 0.06587
C 0.23406 1.07544 0.57265
O 4.17742 -0.52582 -0.53453
H 0.96553 1.82652 0.70128
C -3.01981 0.00446 -0.44872
H 3.32957 1.19099 -0.08491
C 3.55588 0.14640 0.18209
C -0.08689 -0.05209 0.41220
H 3.14010 -0.24462 1.12361
H -2.47057 -2.15960 -0.67796
O -2.81011 1.17423 -0.28654
C -2.05346 -1.10953 -0.34285
H -4.11534 -0.28611 -0.68219